## A
C2H5NO as an isolated structure. Source: OMol25; level of theory: wB97M-V/def2-TZVPD.

The value obtained for the frontier orbital gap is 10.57 eV.

Positions of all 9 atoms, in Å:
C -0.023 -1.424 -0.575
C -0.061 0.627 0.758
N -0.861 -0.710 0.096
O 0.856 1.509 -0.363
H -0.386 -2.247 -1.255
H 0.836 -0.957 -0.855
H 0.766 0.441 1.693
H -0.842 0.969 1.207
H -0.284 1.791 -0.706



## B
A 2-piece molecular cluster, C2H5NO overall. Source: OMol25; level of theory: wB97M-V/def2-TZVPD.

The value obtained for the frontier orbital gap is 11.18 eV. As for the SMILES: CN=C=O.[H][H].

Positions of all 9 atoms, in Å:
C -0.091 0.919 0.759
C 1.377 -0.869 -0.002
O 2.319 -1.566 -0.079
N 0.363 -0.216 -0.007
H -0.111 0.677 1.826
H -1.100 1.189 0.444
H 0.568 1.777 0.599
H -1.770 -1.146 -2.070
H -1.555 -0.764 -1.470



## C
The molecule C2H5NO. Source: OMol25; level of theory: wB97M-V/def2-TZVPD.

The value obtained for the frontier orbital gap is 9.53 eV. As for the SMILES: [O-][C@H]1C[NH2+]1.

Positions of all 9 atoms, in Å:
C 0.250 -0.810 0.251
N -0.059 0.353 -1.016
C -0.109 0.520 0.780
O -1.066 0.537 1.598
H -1.027 0.341 -1.314
H 0.619 0.421 -1.765
H 0.681 1.293 0.831
H -0.575 -1.524 0.243
H 1.284 -1.131 0.392



B (1.870 eV below the next structure)



## A
A 2-piece molecular cluster, C2H5NO overall. Source: OMol25; level of theory: wB97M-V/def2-TZVPD.

The value obtained for the frontier orbital gap is 11.18 eV. As for the SMILES: C=N.C=O.

Positions of all 9 atoms, in Å:
C 2.066 0.824 1.093
N 2.770 -0.173 0.760
H 2.493 1.819 1.221
H 0.999 0.691 1.263
H 3.745 0.120 0.661
O -2.932 -1.444 -0.234
C -3.020 -0.822 -1.253
H -2.508 0.147 -1.393
H -3.613 -1.162 -2.117



## B
The molecule C2H5NO. Source: OMol25; level of theory: wB97M-V/def2-TZVPD.

The value obtained for the frontier orbital gap is 10.76 eV. As for the SMILES: CNC=O.

Positions of all 9 atoms, in Å:
C 0.641 -0.811 0.398
N -0.317 -0.145 -0.456
C -0.621 1.171 -0.319
O 0.011 1.970 0.343
H 0.875 -0.138 1.226
H 0.192 -1.725 0.798
H 1.570 -1.068 -0.120
H -0.841 -0.693 -1.121
H -1.550 1.439 -0.854



B (1.941 eV below the next structure)



## A
The molecule C2H5NO. Source: OMol25; level of theory: wB97M-V/def2-TZVPD.

The value obtained for the frontier orbital gap is 10.47 eV. As for the SMILES: CNC=O.

Positions of all 9 atoms, in Å:
C 0.748 0.420 -0.656
N -0.419 -0.302 -0.257
C -0.871 -0.304 1.045
O -0.843 0.614 1.835
H 1.230 0.764 0.265
H 1.449 -0.247 -1.178
H 0.484 1.261 -1.289
H -1.016 -0.767 -0.924
H -0.965 -1.394 1.134



## B
A 2-piece molecular cluster, C2H5NO overall. Source: OMol25; level of theory: wB97M-V/def2-TZVPD.

The value obtained for the frontier orbital gap is 10.82 eV. As for the SMILES: C=N.C=O.

Positions of all 9 atoms, in Å:
C 2.052 -0.259 0.036
N 0.792 -0.331 0.402
H 2.632 0.605 -0.326
H 2.559 -1.241 -0.232
H 0.379 0.526 0.035
O -1.592 0.275 -1.099
C -2.102 0.148 0.011
H -1.982 -0.828 0.544
H -2.738 1.107 0.630



A (2.044 eV below the next structure)



## A
The molecule C2H4ClFO. Source: OMol25; level of theory: wB97M-V/def2-TZVPD.

The value obtained for the frontier orbital gap is 11.41 eV. As for the SMILES: OC[C@H](F)Cl.

Positions of all 9 atoms, in Å:
C -0.479 -0.335 0.241
C 0.699 0.593 0.193
H -1.545 -1.231 -1.018
H -1.239 0.257 1.047
H -0.013 -1.133 0.636
H 1.054 1.036 1.151
O -1.178 -0.339 -0.985
F 0.611 1.576 -0.738
Cl 2.090 -0.423 -0.527



## B
The molecule C2H4ClFO. Source: OMol25; level of theory: wB97M-V/def2-TZVPD.

The value obtained for the frontier orbital gap is 11.11 eV. As for the SMILES: CO[C@@H](F)Cl.

Positions of all 9 atoms, in Å:
C 1.257 -0.318 -0.152
C -1.231 0.413 0.240
O -0.128 -0.742 -0.311
F -1.037 1.369 -0.616
Cl -2.647 -0.561 0.151
H 1.284 0.706 -0.406
H 1.673 -0.854 -0.990
H 1.703 -0.611 0.894
H -0.874 0.597 1.190



A (0.685 eV below the next structure)



## A
A 2-piece molecular cluster, CF3NOS overall. Source: OMol25; level of theory: wB97M-V/def2-TZVPD.

The value obtained for the frontier orbital gap is 10.27 eV.

Positions of all 7 atoms, in Å:
C 1.146 -0.045 0.088
N -0.830 0.176 0.712
O -3.098 0.201 -0.127
F 1.131 -1.159 -0.538
F 1.422 0.921 -0.695
F 1.931 -0.184 1.094
S -1.703 0.089 -0.533



## B
A 2-piece molecular cluster, CF3NOS overall. Source: OMol25; level of theory: wB97M-V/def2-TZVPD.

The value obtained for the frontier orbital gap (spin up / spin down) is 10.31 / 7.89 eV.

Positions of all 7 atoms, in Å:
C -1.345 -0.037 0.024
N 1.120 0.931 0.128
O 3.351 -0.008 -0.002
F -1.898 0.196 1.176
F -1.971 0.554 -0.989
F -1.195 -1.335 -0.318
S 1.938 -0.302 -0.019



A (1.468 eV below the next structure)